A.
{
  "formula": "C27H20AsF5N5O5PS6Zr",
  "method": "ωB97M-V/def2-TZVPD",
  "symbols": ["Zr", "As", "S", "S", "S", "S", "S", "S", "P", "F", "F", "F", "F", "F", "O", "O", "O", "O", "O", "N", "N", "N", "N", "N", "C", "C", "C", "C", "C", "C", "C", "C", "C", "C", "C", "C", "C", "C", "C", "C", "C", "C", "C", "C", "C", "C", "C", "C", "C", "C", "C", "H", "H", "H", "H", "H", "H", "H", "H", "H", "H", "H", "H", "H", "H", "H", "H", "H", "H", "H", "H"],
  "positions_angstrom": [[1.35918, -2.18155, -0.44478], [4.41833, -2.94550, 0.58768], [2.22471, -5.98480, -0.69362], [2.86694, -4.11406, -1.15052], [-0.30674, -3.12345, -2.74748], [-0.56890, 0.46067, 3.16766], [2.81752, -1.55068, 1.50095], [4.75534, -4.45511, 2.00251], [0.82219, 0.72095, -1.44487], [-3.66602, 4.43441, 2.28744], [-0.43229, 4.91766, 5.67633], [-2.49244, 5.96909, 4.22393], [0.43242, 2.44077, 5.23446], [-2.82035, 1.95794, 1.80510], [-0.36391, -3.56059, -1.33370], [0.72673, -2.05747, -2.76733], [-1.57275, -2.72813, -3.31011], [3.79764, -0.87673, -3.43753], [2.90845, -1.10582, -1.38751], [0.39544, -5.27780, 2.60331], [-0.83080, -4.71092, 2.48828], [-3.69485, -1.74095, 1.20836], [0.70887, -3.62659, 1.27858], [-0.98327, -1.69868, 0.51299], [1.35032, 1.95033, -0.21254], [-1.15123, 2.03574, 3.50562], [0.43961, 2.79774, 0.41674], [0.32807, -4.48554, -3.67565], [-1.81650, -0.72640, 0.16337], [2.66904, 1.91566, 0.23820], [-0.58267, -3.71459, 1.67530], [-2.20550, 2.63897, 2.79325], [-2.85631, -2.69059, 1.59884], [-1.51437, -2.67995, 1.25110], [0.85224, 3.63527, 1.44163], [-2.46885, 2.69073, -4.02840], [-3.16053, -0.75542, 0.49930], [-0.52306, 2.93415, -2.63541], [-1.02007, 4.16778, 4.72199], [3.03828, -0.54094, -2.55704], [1.30895, -4.64011, 1.87290], [-0.49781, 1.55822, -2.40717], [2.17032, 3.60854, 1.87257], [-2.44460, 1.32084, -3.81781], [-2.65126, 3.92596, 3.01603], [-1.50393, 3.49692, -3.43698], [-1.46591, 0.75618, -3.00947], [2.16812, 0.70816, -2.70061], [3.07331, 2.74094, 1.27620], [-0.59086, 2.87750, 4.48582], [-2.05819, 4.71217, 3.98665], [0.22518, 3.56728, -2.17482], [2.48265, 4.23857, 2.69644], [0.13236, 4.28247, 1.92806], [-0.60366, 2.79560, 0.12293], [3.36677, 1.19916, -0.17887], [2.80390, 1.58935, -2.58687], [-0.51235, -5.11487, -3.95781], [-3.23743, 3.13242, -4.65129], [-3.24305, -3.50137, 2.20283], [1.73869, 0.73317, -3.70091], [1.02682, -5.02529, -3.03439], [-1.41170, 0.10801, -0.38365], [4.09196, 2.68031, 1.63784], [-3.81016, 0.05379, 0.19205], [2.36552, -4.87466, 1.84373], [0.82910, -4.08351, -4.55344], [-3.18731, 0.68083, -4.27760], [0.52409, -6.11179, 3.14567], [-1.45302, -0.31836, -2.86529], [-1.51639, 4.56796, -3.59916]],
  "lowdin_charge": [1.194, 0.183, -0.132, -0.161, 0.411, 0.546, -0.072, -0.233, 1.064, 0.083, 0.082, 0.073, 0.059, 0.044, -0.449, -0.453, -0.313, 0.063, -0.441, 0.047, 0.134, 0.100, -0.066, 0.053, -0.358, -0.666, -0.109, -0.137, -0.138, -0.107, -0.323, -0.267, -0.063, -0.206, -0.087, -0.102, -0.112, -0.092, -0.168, -0.700, -0.250, -0.356, -0.080, -0.079, -0.170, -0.092, -0.091, -0.220, -0.076, -0.273, -0.172, 0.105, 0.101, 0.096, 0.102, 0.090, 0.097, 0.066, 0.093, 0.114, 0.095, -0.014, 0.053, 0.102, 0.108, -0.031, 0.073, 0.103, 0.154, 0.076, 0.096],
  "e_homo_ev": -2.13,
  "orbital_gap_ev": 6.11,
  "total_charge": -2
}

***

B.
{
  "formula": "C27H20AsF5N5O5PS6Zr",
  "method": "ωB97M-V/def2-TZVPD",
  "symbols": ["Zr", "As", "S", "S", "S", "S", "S", "S", "P", "F", "F", "F", "F", "F", "O", "O", "O", "O", "O", "N", "N", "N", "N", "N", "C", "C", "C", "C", "C", "C", "C", "C", "C", "C", "C", "C", "C", "C", "C", "C", "C", "C", "C", "C", "C", "C", "C", "C", "C", "C", "C", "H", "H", "H", "H", "H", "H", "H", "H", "H", "H", "H", "H", "H", "H", "H", "H", "H", "H", "H", "H"],
  "positions_angstrom": [[0.49163, 0.33807, 0.46272], [1.25900, -1.85297, -2.70314], [1.09269, -2.06064, 0.73710], [2.16020, -0.63950, -4.27515], [0.87304, -0.41128, 4.53112], [2.47654, -1.31552, -0.59194], [1.62016, -3.92143, -3.05944], [1.84035, 2.15611, -1.22390], [-1.46712, -1.14448, -1.03281], [2.83425, -0.07057, 2.26930], [6.81055, -0.37566, 4.73327], [2.70556, -0.75833, 6.96352], [5.48989, -0.05263, 2.36244], [5.36260, -0.73717, 7.01542], [1.33402, 3.50762, -1.22860], [-3.11570, 0.95703, 1.80482], [0.79758, 1.13342, -1.57485], [2.32009, 1.68416, 0.11513], [-1.18089, -0.16028, 1.54799], [-2.17756, 4.07603, 0.20009], [-1.29216, 2.04710, -0.18838], [0.46576, 2.36654, 1.96151], [-2.81620, 3.44129, -0.80451], [0.85215, 4.91347, 3.04248], [-2.43508, 0.11036, 1.26566], [-2.28643, 2.23913, -1.02806], [-3.49960, -1.05859, -2.98769], [4.72280, -0.57758, 5.84081], [-2.04666, 0.51674, -4.74475], [4.79398, -0.23466, 3.49045], [3.16521, 2.02884, -2.35152], [-1.64931, -2.96264, -1.06016], [3.34316, -0.58753, 5.79294], [5.46466, -0.39757, 4.68665], [-2.20239, -0.66839, -2.64750], [2.60982, -0.42486, 4.60939], [-1.26879, 3.19475, 0.53695], [-1.76339, -5.06440, -2.23032], [-3.34054, 0.13688, -5.06731], [-1.65215, -3.67784, -2.24636], [1.41130, 2.60360, 2.86813], [-1.47811, 0.12051, -3.53922], [-1.85433, -5.74306, -1.03104], [-0.09161, 4.67409, 2.14171], [-1.81622, -5.03479, 0.16831], [-2.92685, -0.76862, 0.12505], [-0.27266, 3.41197, 1.59472], [-4.06930, -0.65466, -4.18532], [1.59896, 3.87496, 3.39248], [3.41003, -0.25157, 3.47407], [-1.70895, -3.65783, 0.15137], [-1.73156, -5.60529, -3.16711], [2.84991, 1.32060, -3.13975], [-3.59693, 3.87173, -1.26512], [2.00281, 1.77153, 3.19886], [3.36878, 3.02592, -2.73170], [-1.92498, -6.82432, -1.02075], [-3.77979, 0.44260, -6.00984], [-1.85055, -5.55801, 1.11590], [-1.64705, -3.11929, 1.09039], [2.38329, 4.03864, 4.12062], [4.01813, 1.61754, -1.81732], [-3.26784, -1.70757, 0.56059], [-0.72097, 5.49259, 1.81971], [-1.53760, -3.16800, -3.19315], [-2.63069, 1.55863, -1.78967], [-3.77094, -0.28766, -0.36806], [-1.45623, 1.10792, -5.43335], [-5.07586, -0.96792, -4.43641], [-4.06330, -1.69166, -2.31205], [-0.46266, 0.41439, -3.30544]],
  "lowdin_charge": [1.332, -0.052, 0.062, -0.215, 0.500, -0.031, -0.252, 0.435, 0.970, -0.051, 0.081, 0.049, 0.108, 0.082, -0.301, 0.050, -0.578, -0.491, -0.347, 0.148, 0.073, 0.078, 0.054, 0.088, -0.701, -0.102, -0.111, -0.161, -0.074, -0.154, -0.158, -0.403, -0.260, -0.162, -0.401, -0.639, -0.309, -0.108, -0.104, -0.162, -0.086, -0.138, -0.100, -0.064, -0.089, -0.213, -0.181, -0.100, -0.091, -0.262, -0.148, 0.100, -0.068, 0.155, 0.060, 0.063, 0.091, 0.091, 0.097, 0.093, 0.110, 0.075, 0.083, 0.111, 0.088, 0.123, 0.077, 0.105, 0.092, 0.108, 0.033],
  "e_homo_ev": -1.08,
  "orbital_gap_ev": 4.70,
  "total_charge": -2
}

***

Top of the stability list: A, leading by 162.0 kJ/mol.

***

A.
{
  "formula": "C4H12N2OS",
  "method": "ωB97M-V/def2-TZVPD",
  "symbols": ["S", "O", "N", "N", "C", "C", "C", "C", "H", "H", "H", "H", "H", "H", "H", "H", "H", "H", "H", "H"],
  "positions_angstrom": [[-0.46872, -0.75181, 2.13083], [-1.60088, -1.22705, 2.88928], [0.73732, -1.84216, 2.20904], [-1.00077, -1.14037, -0.03519], [0.59729, 0.26431, -1.35907], [0.01816, 0.77471, 2.55996], [-0.71677, -0.04578, -0.93259], [0.60479, 1.30007, -2.47304], [1.48659, -1.55806, 1.45825], [-1.94507, -1.05949, 0.21784], [0.45176, -2.73669, 1.98672], [-1.12378, 0.79710, -0.40276], [1.64046, 1.48301, -2.74511], [0.78000, 1.18424, 1.84702], [-0.00842, 0.98305, -3.36892], [-0.59467, 1.65392, 2.51972], [-1.36597, -0.20362, -1.78328], [1.34258, 0.55791, -0.71306], [0.09998, 2.14106, -2.17469], [1.06612, -0.57436, -1.83094]],
  "lowdin_charge": [0.740, -0.368, -0.118, -0.060, -0.302, -0.258, -0.378, -0.094, 0.134, 0.006, 0.032, 0.109, 0.078, 0.015, 0.100, 0.009, 0.129, 0.078, 0.038, 0.109],
  "e_homo_ev": [-8.22, -8.22],
  "orbital_gap_ev": [8.36, 8.37]
}

***

B.
{
  "formula": "C4H12N2OS",
  "method": "ωB97M-V/def2-TZVPD",
  "symbols": ["S", "O", "N", "N", "C", "C", "C", "C", "H", "H", "H", "H", "H", "H", "H", "H", "H", "H", "H", "H"],
  "positions_angstrom": [[-1.66551, 0.74946, -2.62155], [0.06423, -0.54134, 2.67010], [0.21980, -1.51904, 0.37081], [0.75536, 2.12352, -0.88219], [-0.58434, -0.43144, -1.69103], [-0.24188, -1.62132, 1.85963], [-0.15851, -0.12914, -0.25992], [1.06420, 0.78646, -0.17754], [-1.09476, 0.25098, 0.24527], [-1.01939, -1.48449, -1.53248], [0.33244, -0.56977, -2.40672], [1.44670, 0.81152, 0.80826], [-1.29059, -1.71480, 2.02195], [0.39254, -2.39455, 2.42397], [-0.16490, 2.27083, -0.65609], [-0.09040, 0.36738, 2.36895], [-2.27481, 1.38863, -1.63696], [1.20408, -1.43534, 0.45369], [1.73043, 0.26668, -0.77712], [1.37530, 2.82575, -0.58103]],
  "lowdin_charge": [0.679, -0.092, 0.016, 0.048, -0.534, -0.252, -0.413, -0.205, 0.142, 0.090, 0.107, 0.089, 0.098, 0.144, -0.007, 0.082, -0.181, 0.062, 0.081, 0.045],
  "e_homo_ev": -8.81,
  "orbital_gap_ev": 9.47,
  "smiles": "NC[C@@H](CS)NCO"
}

***

Top of the stability list: B, leading by 319.8 kJ/mol.

***

A.
{
  "formula": "CH3NO4",
  "method": "ωB97M-V/def2-TZVPD",
  "symbols": ["O", "O", "O", "O", "N", "C", "H", "H", "H"],
  "positions_angstrom": [[3.07923, 1.20693, 0.45252], [4.14093, -0.33773, -0.59139], [1.06911, -0.36160, 0.86161], [2.13814, -0.85769, 0.13130], [3.24328, 0.13272, -0.02905], [-0.23833, -0.25716, 0.22128], [-0.84391, 0.14722, 1.00234], [-0.32947, 0.47767, -0.63129], [-0.74351, -1.20411, -0.12637]],
  "lowdin_charge": [0.144, 0.168, -0.142, 0.001, -0.400, -0.048, 0.076, 0.102, 0.100],
  "e_homo_ev": -10.97,
  "orbital_gap_ev": 11.51,
  "smiles": "COO[N+](=O)[O-]"
}

***

B.
{
  "formula": "CH3NO4",
  "method": "ωB97M-V/def2-TZVPD",
  "symbols": ["O", "O", "O", "O", "N", "C", "H", "H", "H"],
  "positions_angstrom": [[-0.43165, 0.89889, -0.88381], [0.50902, -1.10512, -1.20374], [-0.87824, 0.81910, 1.39942], [0.15633, -1.02870, 2.14152], [-0.20111, -0.22854, 1.28535], [0.45521, 0.06027, -0.63771], [1.40709, 0.54560, -0.40036], [-0.73983, 1.21420, 0.03828], [-0.27683, -1.17571, -1.73895]],
  "lowdin_charge": [0.093, 0.154, -0.015, 0.039, -0.254, -0.383, 0.169, 0.064, 0.134],
  "e_homo_ev": -9.55,
  "orbital_gap_ev": 9.94
}

***

Top of the stability list: B, leading by 310.6 kJ/mol.

***

A.
{
  "formula": "C2H6FP",
  "method": "ωB97M-V/def2-TZVPD",
  "symbols": ["P", "F", "C", "C", "H", "H", "H", "H", "H", "H"],
  "positions_angstrom": [[2.50334, -0.35390, 0.45778], [3.36294, 0.62432, -0.41930], [-1.85986, 0.67472, 0.44032], [1.43221, -1.15139, -0.65225], [0.77355, -1.71713, -0.08834], [-2.91686, 0.62152, 0.61965], [-1.43871, -0.17655, 0.45100], [-1.66023, 1.05101, 1.43333], [-1.75851, 1.43213, -0.37881], [1.56213, -1.00473, -1.86338]],
  "lowdin_charge": [0.779, -0.403, -0.024, -0.346, -0.088, 0.014, -0.087, 0.023, 0.057, 0.073],
  "e_homo_ev": -9.53,
  "orbital_gap_ev": 9.70,
  "smiles": "C=PF.C"
}

***

B.
{
  "formula": "C2H6FP",
  "method": "ωB97M-V/def2-TZVPD",
  "symbols": ["P", "F", "C", "C", "H", "H", "H", "H", "H", "H"],
  "positions_angstrom": [[0.04465, -1.15350, -0.07336], [2.43424, 0.21876, 0.46442], [1.39355, 0.36968, -0.40054], [-1.32799, -0.12995, 0.63983], [-0.41887, -1.08877, -1.39522], [-1.63194, 0.66541, -0.03184], [-2.17616, -0.78680, 0.82158], [0.91620, 1.33006, -0.19920], [-1.00675, 0.28611, 1.59192], [1.77308, 0.28899, -1.41757]],
  "lowdin_charge": [0.831, -0.127, -0.379, -0.410, -0.101, 0.022, 0.016, 0.064, 0.025, 0.058],
  "e_homo_ev": -9.40,
  "orbital_gap_ev": 10.46,
  "smiles": "CPCF"
}

***

Top of the stability list: B, leading by 75.7 kJ/mol.